1.
119
Properties=species:S:1:pos:R:3 method="wB97M-V/def2-TZVPD" e_homo_ev="-10.849 / -10.838" charge=+1 gap_ev="6.533 / 6.797" spin_multiplicity=2 largest_force_ev_per_a=2.2 e_lumo_ev="-4.3 / -4.0"
Ru 0.2974 0.2374 0.5448
N 2.5561 0.6500 0.2051
C 2.6834 2.0447 -0.2060
C 4.1262 2.4374 -0.5847
C 4.4073 2.6569 -2.0652
C 4.3390 1.3857 -2.9071
N 2.9698 0.9598 -3.2128
C 2.2095 1.4194 -4.1992
N 0.9087 1.1054 -4.1945
N 2.7286 2.0929 -5.2242
C 1.6483 2.3196 -1.2970
O 1.6667 3.3683 -1.9172
O 0.8321 1.3327 -1.5161
H 2.9358 0.4992 1.1356
H 2.9767 -0.0091 -0.4404
H 2.3611 2.6512 0.6425
H 4.7981 1.6639 -0.2014
H 4.3823 3.3586 -0.0622
H 5.4193 3.0565 -2.1542
H 3.7194 3.4050 -2.4617
H 4.8216 0.5532 -2.3937
H 4.8816 1.5348 -3.8402
H 2.4442 0.5297 -2.4617
H 0.4811 0.8956 -3.3001
H 0.3106 1.4427 -4.9287
H 3.7014 2.3361 -5.2534
H 2.1487 2.3966 -5.9862
F -7.1489 -0.6350 2.6290
C -7.1727 -0.0344 1.4326
F -7.7803 -0.8720 0.5744
F -7.9526 1.0532 1.5389
C -5.7930 0.3234 0.9469
C -5.6728 1.1034 -0.1976
C -4.4211 1.4145 -0.6899
C -3.2792 0.9406 -0.0433
C -3.4104 0.1907 1.1214
C -4.6698 -0.1201 1.6194
P -1.6030 1.2310 -0.7178
C -1.6375 3.0024 -1.0704
C -1.9767 3.8281 0.0032
C -1.9533 5.2049 -0.1362
C -1.5753 5.7541 -1.3513
C -1.2322 4.9419 -2.4226
C -1.2544 3.5671 -2.2810
C -1.5423 7.2453 -1.5555
F -2.4553 7.6231 -2.4683
F -1.7929 7.9214 -0.4295
F -0.3446 7.6470 -2.0140
C -1.7139 0.3301 -2.3044
C -1.0096 -0.8670 -2.4358
C -1.0797 -1.6029 -3.6085
C -1.8640 -1.1433 -4.6554
C -2.5689 0.0463 -4.5392
C -2.4946 0.7808 -3.3669
C -1.9011 -1.8945 -5.9586
F -0.9727 -1.3972 -6.8102
F -1.6351 -3.1947 -5.8041
F -3.0869 -1.7844 -6.5694
H -6.5617 1.4667 -0.6967
H -4.3417 2.0375 -1.5709
H -2.5283 -0.1240 1.6574
H -4.7742 -0.7000 2.5252
H -2.2656 3.3863 0.9505
H -2.2240 5.8457 0.6907
H -0.9249 5.3885 -3.3588
H -0.9632 2.9394 -3.1099
H -0.3824 -1.2266 -1.6286
H -0.5341 -2.5334 -3.6992
H -3.1878 0.3909 -5.3570
H -3.0516 1.7049 -3.2944
O 0.9923 -1.6180 0.0003
Si 1.2609 -3.0055 0.7956
C 0.5894 -4.4365 -0.2211
C -0.6485 -4.2374 -0.8387
C -1.2583 -5.2522 -1.5597
C -0.6387 -6.4903 -1.6764
C 0.5897 -6.7044 -1.0710
C 1.1972 -5.6857 -0.3470
C 3.0349 -2.9944 1.4087
C 3.3656 -2.0454 2.3815
C 4.6753 -1.8930 2.8119
C 5.6798 -2.6907 2.2768
C 5.3682 -3.6425 1.3177
C 4.0552 -3.7901 0.8853
C 0.1706 -3.0431 2.3534
C 0.5144 -3.7432 3.5104
C -0.3632 -3.8052 4.5844
C -1.5975 -3.1733 4.5147
C -1.9466 -2.4595 3.3788
C -1.0642 -2.3965 2.3073
H -1.1480 -3.2786 -0.7469
H -2.2221 -5.0818 -2.0238
H -1.1226 -7.2851 -2.2287
H 1.0744 -7.6684 -1.1586
H 2.1480 -5.8803 0.1344
H 2.5862 -1.4175 2.8064
H 4.9143 -1.1548 3.5678
H 6.7031 -2.5706 2.6082
H 6.1482 -4.2658 0.8990
H 3.8304 -4.5210 0.1178
H 1.4768 -4.2386 3.5772
H -0.0889 -4.3566 5.4751
H -2.2886 -3.2379 5.3458
H -2.9108 -1.9680 3.3231
H -1.3553 -1.8632 1.4065
Br 0.6831 1.3870 9.2074
C 0.5628 1.2745 7.3247
C 1.5771 1.8175 6.5486
C 1.4847 1.7351 5.1709
C 0.3778 1.1325 4.5789
C -0.6259 0.5860 5.3708
C -0.5325 0.6478 6.7501
C 0.2910 1.0521 3.1031
O 1.3109 1.2814 2.3972
O -0.7938 0.7282 2.5328
H 2.4252 2.2947 7.0188
H 2.2655 2.1352 4.5390
H -1.4693 0.1009 4.8979
H -1.2992 0.2182 7.3792

---

2.
65
Properties=species:S:1:pos:R:3 method="wB97M-V/def2-TZVPD" e_homo_ev=-4.861 charge=-1 gap_ev=6.875 spin_multiplicity=1 largest_force_ev_per_a=0.4 e_lumo_ev=2.0
Zn 0.6763 0.8867 0.1663
S 2.0891 -0.5672 1.2717
C 2.5971 -1.4199 -0.1717
C 3.7275 -2.2358 -0.0773
C 4.2039 -2.9800 -1.1469
C 5.3640 -3.8040 -0.9728
N 6.2916 -4.4645 -0.8088
C 3.5368 -2.9103 -2.3777
C 2.4168 -2.0985 -2.4910
C 1.9237 -1.3503 -1.4200
S 0.4756 -0.4047 -1.7168
C 3.9902 -3.6588 -3.5126
N 4.3550 -4.2549 -4.4264
H 4.2494 -2.2869 0.8690
H 1.9047 -2.0427 -3.4422
O -2.2796 -2.6313 -0.8171
S -0.9982 -3.1300 -0.2417
C -0.8672 -2.5673 1.4859
C -2.0780 -2.8242 2.3697
C -3.2885 -1.9348 2.0592
C -3.2082 -0.5324 2.6696
S -2.6263 0.8852 1.6920
O -1.1768 0.6460 1.4004
C -3.5737 0.5954 0.2014
C -2.9129 0.4305 -0.9988
C -3.6554 0.2516 -2.1584
C -5.0391 0.2502 -2.1068
C -5.6954 0.4292 -0.8930
C -4.9629 0.6067 0.2674
C -1.2988 -4.8658 0.1476
C -2.5418 -5.4059 -0.1317
C -2.7781 -6.7478 0.1385
C -1.7726 -7.5380 0.6777
C -0.5223 -6.9902 0.9400
C -0.2797 -5.6525 0.6682
H -0.6280 -1.5052 1.4209
H 0.0385 -3.0626 1.8437
H -1.7826 -2.6523 3.4108
H -2.3640 -3.8763 2.3068
H -4.1839 -2.4022 2.4758
H -3.4315 -1.8852 0.9798
H -2.5274 -0.5002 3.5262
H -4.1811 -0.1993 3.0379
H -1.8339 0.4015 -1.0269
H -3.1397 0.0968 -3.0965
H -5.6133 0.1053 -3.0131
H -6.7771 0.4294 -0.8523
H -5.4691 0.7536 1.2146
H -3.3001 -4.7598 -0.5574
H -3.7486 -7.1773 -0.0765
H -1.9573 -8.5846 0.8845
H 0.2675 -7.6083 1.3472
H 0.6998 -5.2251 0.8521
Cl 2.9429 2.1570 -1.3355
C 2.9488 3.6836 -0.5111
C 4.0779 4.4689 -0.6701
C 4.1516 5.7111 -0.0661
C 3.0836 6.1533 0.6943
C 1.9663 5.3518 0.8468
Cl 0.6736 5.9912 1.8216
C 1.8391 4.0774 0.2594
S 0.3838 3.1549 0.5197
H 4.8914 4.0920 -1.2746
H 5.0315 6.3285 -0.1881
H 3.1041 7.1191 1.1802

---

3.
12
Properties=species:S:1:pos:R:3 method="wB97M-V/def2-TZVPD" e_homo_ev="-10.394 / -10.393" charge=0 gap_ev="8.332 / 8.329" spin_multiplicity=1 largest_force_ev_per_a=5.5 e_lumo_ev="-2.1 / -2.1"
C -1.2876 1.2329 -0.2346
N -1.3487 2.3807 -0.4639
N -1.8584 -0.8968 0.5949
N -1.0424 -0.0802 -0.2297
N 0.7330 -0.2589 0.3022
N 1.6455 0.6389 -0.0716
O 1.4493 1.7601 0.3267
O 2.5719 0.2477 -0.7794
O 1.0969 -1.4964 -0.2263
H -1.9380 -0.5108 1.4617
H -1.3898 -1.7715 0.4337
H 1.3684 -1.2456 -1.1137

---

4.
65
Properties=species:S:1:pos:R:3 method="wB97M-V/def2-TZVPD" e_homo_ev=-12.626 charge=+1 gap_ev=10.665 spin_multiplicity=1 largest_force_ev_per_a=1.0 smiles="CCCCCCCC(=O)O[C@@H](CN1CCCC1=O)C[NH+]1CCCCCC1" e_lumo_ev=-2.0
C 7.6782 4.7412 2.2818
C 6.2183 4.4226 1.9854
C 6.0764 3.1614 1.1364
C 4.6160 2.8321 0.8365
C 4.4813 1.5622 -0.0009
C 3.0198 1.2233 -0.2813
C 2.8978 -0.0692 -1.1064
C 1.4551 -0.3534 -1.3702
O 0.8121 -0.0173 -2.3273
O 0.8905 -1.0366 -0.3384
C -0.4963 -1.3155 -0.4552
C -0.7345 -2.5901 -1.3093
N -1.5562 -2.3428 -2.4627
C -1.0230 -2.2060 -3.8069
C -2.2753 -2.2527 -4.6890
C -3.4065 -1.8207 -3.7519
C -2.8609 -2.0892 -2.3787
O -3.4933 -2.0568 -1.3173
C -1.0438 -1.4537 0.9707
N -2.5175 -1.3347 1.0089
C -3.1007 -2.2044 2.0567
C -4.6259 -2.2101 2.0735
C -5.2340 -0.9507 2.6908
C -5.4417 0.1984 1.7006
C -4.3581 0.3232 0.6268
C -2.9350 0.0870 1.1276
H 7.7577 5.6419 2.8851
H 8.1454 3.9224 2.8246
H 8.2300 4.8976 1.3577
H 5.6783 4.2876 2.9255
H 5.7622 5.2646 1.4599
H 6.5355 2.3211 1.6622
H 6.6163 3.2977 0.1969
H 4.1595 3.6687 0.3030
H 4.0753 2.7055 1.7778
H 5.0103 1.6957 -0.9462
H 4.9507 0.7302 0.5283
H 2.5525 2.0445 -0.8284
H 2.4879 1.0970 0.6645
H 3.3366 -0.8973 -0.5505
H 3.4120 0.0574 -2.0588
H -0.9663 -0.4642 -0.9717
H -1.2132 -3.3642 -0.7004
H 0.2300 -2.9712 -1.6483
H -0.3284 -3.0197 -4.0211
H -0.4861 -1.2549 -3.8907
H -2.1842 -1.6045 -5.5561
H -2.4489 -3.2699 -5.0391
H -4.3415 -2.3529 -3.9173
H -3.6174 -0.7513 -3.8290
H -0.7360 -2.4231 1.3672
H -0.5934 -0.6832 1.6018
H -2.9128 -1.6907 0.0609
H -2.7495 -3.2207 1.8653
H -2.7175 -1.8828 3.0293
H -5.0096 -2.3703 1.0661
H -4.9235 -3.0697 2.6754
H -4.6033 -0.6246 3.5203
H -6.2037 -1.2001 3.1205
H -6.3965 0.0688 1.1912
H -5.5037 1.1292 2.2657
H -4.4138 1.3292 0.2099
H -4.5600 -0.3679 -0.1920
H -2.8289 0.3999 2.1682
H -2.2448 0.6769 0.5223

---

5.
36
Properties=species:S:1:pos:R:3 method="wB97M-V/def2-TZVPD" e_homo_ev=-8.945 charge=0 gap_ev=9.631 spin_multiplicity=1 largest_force_ev_per_a=1.6 smiles="COC(=O)OC.COC(=O)OC.Fc1ccccc1" e_lumo_ev=0.7
C 3.7405 1.0995 -1.8296
O 3.8077 -0.2708 -2.2395
C 2.6490 -0.8698 -2.3989
O 1.5742 -0.4209 -2.0698
O 2.8227 -2.0526 -2.9632
C 1.6512 -2.8159 -3.2241
H 3.3566 1.6606 -2.6797
H 4.7369 1.4769 -1.6080
H 3.1708 1.2098 -0.9109
H 0.7870 -2.2001 -3.4679
H 1.3596 -3.3553 -2.3177
H 1.9228 -3.5176 -4.0041
C 0.7841 -0.3813 0.9839
O -0.3958 -0.4495 1.7602
C -0.5405 -1.4495 2.6254
O 0.2682 -2.3178 2.8424
O -1.7643 -1.3214 3.1813
C -2.1535 -2.2899 4.1644
H 0.6400 -0.9580 0.0683
H 1.6919 -0.7828 1.4319
H 0.9619 0.6376 0.6510
H -1.9043 -1.9458 5.1641
H -1.6895 -3.2462 3.9185
H -3.2262 -2.4115 4.0238
F -0.6724 4.3996 -0.9405
C -1.3606 3.3219 -0.5706
C -1.1997 2.0969 -1.1919
C -1.9198 1.0084 -0.7304
C -2.7480 1.1264 0.3821
C -2.9850 2.3823 0.9434
C -2.2495 3.4557 0.4835
H -0.4879 2.0020 -2.0039
H -1.7576 0.0404 -1.1839
H -3.1472 0.2313 0.8395
H -3.5978 2.5317 1.8210
H -2.1255 4.3752 1.0501

---

Which value of charge does entry 4 give? +1